The following is a DFT calculation (ωB97M-V with the def2-TZVPD basis set) of a 2-piece molecular cluster, C2H10N4 overall in a non-equilibrium geometry.

```
! RIJCOSX wB97M-V def2-TZVPD def2/J DEFGRID3
* xyz 1 2
N 2.47 -0.44 -1.72
C 1.20 -0.66 -1.07
N 0.23 -1.53 -1.78
H 2.19 -0.19 -2.67
H 3.01 -1.29 -1.83
H 1.44 -1.00 -0.06
H 0.65 0.28 -1.14
H 0.51 -2.50 -1.64
H -0.64 -1.52 -1.27
N -1.97 2.14 1.58
C -1.34 1.05 1.80
N -1.89 -0.13 2.07
H -1.39 2.96 1.46
H -2.97 2.28 1.70
H -0.27 1.21 1.94
H -1.22 -0.68 2.62
*
```

Frontier orbital gap (alpha / beta) in eV: 7.7 / 3.5
Highest occupied orbital energy (alpha / beta) in eV: -12.5 / -12.5
LUMO energy (alpha / beta) in eV: -4.726 / -8.935
F_max in eV Å⁻¹: 1.83

The following is a DFT calculation (ωB97M-V with the def2-TZVPD basis set) of a 2-piece molecular cluster, C2H10NO overall in a non-equilibrium geometry.

```
! RIJCOSX wB97M-V def2-TZVPD def2/J DEFGRID3
* xyz 0 2
C 1.47 -1.86 -0.71
O 0.12 -1.74 -0.19
H -0.32 -2.58 -0.36
H 1.55 -1.30 -1.64
H 2.14 -1.40 0.01
H 1.70 -2.91 -0.89
C -0.68 2.17 0.23
N -0.96 0.81 0.79
H -0.85 0.68 1.81
H -1.91 0.47 0.42
H -0.34 0.13 0.34
H -1.05 2.97 0.85
H -1.25 2.26 -0.69
H 0.37 2.29 0.03
*
```

Frontier orbital gap (alpha / beta) in eV: 4.3 / 11.6
Highest occupied orbital energy (alpha / beta) in eV: -3.3 / -10.9
LUMO energy (alpha / beta) in eV: 1.012 / 0.646
F_max in eV Å⁻¹: 1.20

The following is a DFT calculation (ωB97M-V with the def2-TZVPD basis set) of a 3-piece molecular cluster, C2H10NO3 overall in a non-equilibrium geometry.

```
! RIJCOSX wB97M-V def2-TZVPD def2/J DEFGRID3
* xyz -1 1
C 0.48 -0.33 0.91
O -0.44 0.28 0.04
C 1.43 -1.23 0.20
N 0.83 -2.30 -0.69
H -0.13 -0.93 1.61
H 0.92 0.46 1.51
H 2.01 -1.87 0.91
H 2.17 -0.62 -0.29
H 0.94 -1.93 -1.59
H -0.18 -2.15 -0.32
H 0.22 1.52 -0.16
H 1.80 1.87 -0.31
O 0.92 2.32 -0.25
H -2.97 1.40 -0.81
H -2.06 0.47 -0.06
O -2.98 0.80 -0.07
*
```

Frontier orbital gap in eV: 8.4
Highest occupied orbital energy in eV: -4.2
LUMO energy in eV: 4.250
F_max in eV Å⁻¹: 3.50

The following is a DFT calculation (ωB97M-V with the def2-TZVPD basis set) of a 4-piece molecular cluster, C2H10NO5 overall in a non-equilibrium geometry.

```
! RIJCOSX wB97M-V def2-TZVPD def2/J DEFGRID3
* xyz -1 1
O -2.00 0.74 1.96
C -0.90 0.71 1.44
N -0.26 -0.39 1.00
C 0.81 -0.26 -0.11
O 0.36 0.29 -1.24
H -0.30 1.63 1.30
H -0.88 -1.17 0.83
H 1.07 -1.32 -0.21
H 1.56 0.36 0.40
H -1.65 -1.05 -3.05
H -0.34 -0.56 -2.37
O -0.69 -1.15 -3.11
H 1.83 -1.58 2.92
H 0.40 -1.83 2.55
O 1.02 -1.98 3.28
H -0.02 1.99 -1.29
H 0.12 2.69 -2.61
O -0.14 2.89 -1.70
*
```

Frontier orbital gap in eV: 8.8
Highest occupied orbital energy in eV: -5.1
LUMO energy in eV: 3.692
F_max in eV Å⁻¹: 1.15

The following is a DFT calculation (ωB97M-V with the def2-TZVPD basis set) of a 4-piece molecular cluster, C2H10NO5 overall.

```
! RIJCOSX wB97M-V def2-TZVPD def2/J DEFGRID3
* xyz -1 1
C -2.02 -0.85 0.09
N -0.68 -0.84 0.66
C 0.16 0.32 0.51
O 1.36 0.12 0.79
O -0.41 1.39 0.19
H -2.24 0.14 -0.30
H -2.78 -1.10 0.84
H -2.09 -1.59 -0.71
H -0.54 -1.38 1.49
H 2.77 -0.94 -0.16
H 4.23 -1.19 -0.31
O 3.39 -1.46 -0.69
H 0.06 -1.40 -1.61
H 1.32 -1.10 -2.40
O 0.50 -1.60 -2.44
H -1.39 2.74 1.17
H -2.88 2.31 1.01
O -2.31 3.06 1.22
*
```

Frontier orbital gap in eV: 8.6
Highest occupied orbital energy in eV: -4.9
LUMO energy in eV: 3.759
F_max in eV Å⁻¹: 1.00

The following is a DFT calculation (ωB97M-V with the def2-TZVPD basis set) of a 3-piece molecular cluster, C2H10O2S overall in a non-equilibrium geometry.

```
! RIJCOSX wB97M-V def2-TZVPD def2/J DEFGRID3
* xyz 0 1
C -1.99 1.20 -2.51
S -2.95 1.18 -0.90
C -1.68 0.26 0.05
H -1.14 1.94 -2.51
H -2.67 1.59 -3.27
H -1.77 0.18 -2.90
H -1.14 0.95 0.68
H -2.39 -0.24 0.80
H -1.12 -0.65 -0.37
H 2.91 0.38 1.20
H 3.91 0.14 2.33
O 2.93 0.15 2.16
H 3.11 -2.49 1.90
H 1.77 -1.90 1.69
O 2.23 -2.70 1.64
*
```

SMILES: CSC.O.O
Frontier orbital gap in eV: 9.0
Highest occupied orbital energy in eV: -8.7
LUMO energy in eV: 0.363
F_max in eV Å⁻¹: 3.60

The following is a DFT calculation (ωB97M-V with the def2-TZVPD basis set) of a 3-piece molecular cluster, C2H10O2S2 overall in a non-equilibrium geometry.

```
! RIJCOSX wB97M-V def2-TZVPD def2/J DEFGRID3
* xyz 0 1
C 0.46 2.65 -1.20
C -0.35 1.79 -0.27
S 0.63 0.98 1.04
S -0.73 -0.40 1.75
H 0.71 3.59 -0.72
H 1.39 2.18 -1.50
H -0.06 2.90 -2.12
H -1.17 2.29 0.22
H -0.84 0.97 -0.82
H -1.17 -0.91 0.59
H -0.60 -2.02 -2.58
H -1.08 -3.31 -3.11
O -1.42 -2.50 -2.71
H 1.54 -2.00 0.25
H 1.18 -1.40 -1.05
O 1.56 -2.22 -0.70
*
```

SMILES: CCSS.O.O
Frontier orbital gap in eV: 9.2
Highest occupied orbital energy in eV: -8.8
LUMO energy in eV: 0.410
F_max in eV Å⁻¹: 1.26

The following is a DFT calculation (ωB97M-V with the def2-TZVPD basis set) of a 4-piece molecular cluster, C2H10O4 overall in a non-equilibrium geometry.

```
! RIJCOSX wB97M-V def2-TZVPD def2/J DEFGRID3
* xyz 0 1
C -2.09 -3.10 -1.00
C -1.47 -1.98 -0.67
O -0.42 -1.49 -1.38
H -3.12 -3.20 -0.67
H -1.67 -3.93 -1.52
H -1.82 -1.30 0.10
H 0.28 -1.09 -0.84
H 1.28 0.79 0.17
H 1.63 -0.09 1.38
O 1.11 -0.07 0.58
H 1.94 2.49 -0.84
H 3.11 3.13 -0.10
O 2.71 2.27 -0.29
H -0.64 3.06 2.26
H -0.44 1.77 1.44
O -0.40 2.73 1.39
*
```

SMILES: C=CO.O.O.O
Frontier orbital gap in eV: 8.9
Highest occupied orbital energy in eV: -8.6
LUMO energy in eV: 0.322
F_max in eV Å⁻¹: 1.00

The following is a DFT calculation (ωB97M-V with the def2-TZVPD basis set) of a 2-piece molecular cluster, C2H10P2Si overall in a non-equilibrium geometry.

```
! RIJCOSX wB97M-V def2-TZVPD def2/J DEFGRID3
* xyz 0 1
C -0.16 -1.91 -0.88
C 0.25 1.50 0.52
Si -0.49 -1.57 0.85
P -1.47 1.69 0.11
P 1.47 0.99 -0.68
H 0.53 -1.28 -1.29
H 0.30 -2.93 -0.96
H -0.81 -1.74 -1.71
H 0.17 0.59 1.26
H -1.78 -1.32 1.36
H 0.55 -2.17 1.71
H -1.64 2.41 1.28
H -1.42 2.70 -0.69
H 2.66 0.75 0.03
H 1.84 2.29 -0.90
*
```

Frontier orbital gap (alpha / beta) in eV: 6.1 / 7.2
Highest occupied orbital energy (alpha / beta) in eV: -6.6 / -7.5
LUMO energy (alpha / beta) in eV: -0.507 / -0.221
F_max in eV Å⁻¹: 3.80

The following is a DFT calculation (ωB97M-V with the def2-TZVPD basis set) of a 2-piece molecular cluster, C2H11N2 overall in a non-equilibrium geometry.

```
! RIJCOSX wB97M-V def2-TZVPD def2/J DEFGRID3
* xyz 1 1
N 1.44 -0.02 1.73
H 1.98 -0.88 1.97
H -0.27 -0.11 0.81
H 1.41 0.55 2.60
H 2.10 0.41 1.08
C -0.29 1.21 -0.93
N -0.75 0.04 -0.13
C -0.89 -1.25 -0.89
H 0.29 0.81 -1.78
H -1.14 1.81 -1.20
H 0.39 1.82 -0.31
H -1.69 0.21 0.23
H 0.11 -1.58 -1.15
H -1.34 -1.05 -1.85
H -1.34 -1.97 -0.18
*
```

Frontier orbital gap in eV: 12.2
Highest occupied orbital energy in eV: -15.3
LUMO energy in eV: -3.142
F_max in eV Å⁻¹: 2.23

The following is a DFT calculation (ωB97M-V with the def2-TZVPD basis set) of a 2-piece molecular cluster, C2H11N2 overall in a non-equilibrium geometry.

```
! RIJCOSX wB97M-V def2-TZVPD def2/J DEFGRID3
* xyz 1 1
N 1.71 -2.03 0.67
H 1.67 -2.66 1.47
H 2.11 -2.59 -0.08
H 2.37 -1.29 0.88
H 0.35 1.22 0.93
C -0.95 1.48 -1.28
C -1.27 0.46 -0.23
N -0.07 0.32 0.71
H -0.15 1.20 -1.96
H -0.75 2.44 -0.80
H -1.80 1.73 -1.92
H -1.35 -0.54 -0.63
H -2.16 0.62 0.38
H -0.34 -0.07 1.61
H 0.62 -0.30 0.27
*
```

Frontier orbital gap in eV: 11.6
Highest occupied orbital energy in eV: -15.0
LUMO energy in eV: -3.377
F_max in eV Å⁻¹: 1.42

The following is a DFT calculation (ωB97M-V with the def2-TZVPD basis set) of a 2-piece molecular cluster, C2H11N2 overall in a non-equilibrium geometry.

```
! RIJCOSX wB97M-V def2-TZVPD def2/J DEFGRID3
* xyz 2 2
N -2.63 0.05 -0.25
H -2.97 0.36 -1.18
H 0.65 1.01 1.08
H -3.09 0.52 0.55
H -2.93 -0.93 -0.06
C 1.88 0.57 -0.61
N 0.61 0.47 0.21
C 0.54 -0.99 0.72
H 2.76 0.74 0.00
H 1.94 -0.34 -1.19
H 1.83 1.46 -1.24
H -0.15 0.87 -0.31
H 1.44 -1.11 1.29
H 0.49 -1.50 -0.25
H -0.39 -1.19 1.25
*
```

Frontier orbital gap (alpha / beta) in eV: 13.6 / 6.9
Highest occupied orbital energy (alpha / beta) in eV: -22.1 / -22.1
LUMO energy (alpha / beta) in eV: -8.410 / -15.202
F_max in eV Å⁻¹: 4.29

The following is a DFT calculation (ωB97M-V with the def2-TZVPD basis set) of a 2-piece molecular cluster, C2H11N2O overall in a non-equilibrium geometry.

```
! RIJCOSX wB97M-V def2-TZVPD def2/J DEFGRID3
* xyz 0 2
C 1.00 -0.28 -1.32
N 2.13 0.35 -0.63
C 0.15 -0.95 -0.27
N -0.08 -0.04 0.94
H 0.52 0.44 -2.01
H 1.25 -1.09 -2.01
H 2.81 0.82 -1.22
H 2.60 -0.25 0.04
H -0.86 -1.14 -0.61
H 0.67 -1.83 0.16
H 0.30 -0.37 1.85
H -1.05 0.38 1.03
H 0.41 0.84 0.70
H -2.86 1.67 0.82
H -3.45 0.23 1.23
O -2.68 0.73 0.93
*
```

Frontier orbital gap (alpha / beta) in eV: 3.7 / 10.5
Highest occupied orbital energy (alpha / beta) in eV: -2.8 / -9.8
LUMO energy (alpha / beta) in eV: 0.910 / 0.706
F_max in eV Å⁻¹: 2.38

The following is a DFT calculation (ωB97M-V with the def2-TZVPD basis set) of a 2-piece molecular cluster, C2H11N2O overall.

```
! RIJCOSX wB97M-V def2-TZVPD def2/J DEFGRID3
* xyz 1 1
C -0.55 1.11 -1.14
N 0.01 0.76 0.19
C -0.94 0.14 1.17
O -1.35 -1.10 0.73
H -0.75 0.19 -1.68
H 0.18 1.70 -1.68
H -1.48 1.67 -1.02
H 0.37 1.60 0.64
H -0.36 -0.01 2.08
H -1.76 0.84 1.36
H -2.12 -1.04 0.15
N 1.84 -1.23 -0.22
H 1.23 -2.00 0.05
H 0.83 0.04 0.04
H 2.60 -1.20 0.45
H 2.25 -1.48 -1.12
*
```

Frontier orbital gap in eV: 12.3
Highest occupied orbital energy in eV: -15.4
LUMO energy in eV: -3.038
F_max in eV Å⁻¹: 0.43

The following is a DFT calculation (ωB97M-V with the def2-TZVPD basis set) of a 2-piece molecular cluster, C2H11N2O overall in a non-equilibrium geometry.

```
! RIJCOSX wB97M-V def2-TZVPD def2/J DEFGRID3
* xyz 1 1
N -0.90 -0.80 0.88
C 0.03 -0.16 -0.12
C -0.22 1.36 0.00
N -1.54 1.74 -0.35
H -0.60 -0.62 1.83
H -1.87 -0.49 0.74
H -0.89 -1.82 0.76
H 1.03 -0.47 0.14
H -0.37 -0.50 -1.07
H 0.08 1.69 1.00
H 0.53 1.88 -0.61
H -2.17 2.08 0.33
H -1.69 1.84 -1.33
H 3.15 -2.36 -0.15
H 2.95 -1.40 -1.32
O 2.47 -1.99 -0.73
*
```

Frontier orbital gap in eV: 10.1
Highest occupied orbital energy in eV: -13.5
LUMO energy in eV: -3.415
F_max in eV Å⁻¹: 1.70

The following is a DFT calculation (ωB97M-V with the def2-TZVPD basis set) of a 3-piece molecular cluster, C2H11N2O2 overall in a non-equilibrium geometry.

```
! RIJCOSX wB97M-V def2-TZVPD def2/J DEFGRID3
* xyz 1 1
C -0.90 0.85 -0.11
C 0.14 1.72 -0.24
N 0.22 2.53 -1.34
N -0.73 -0.63 0.04
H -1.91 1.23 -0.15
H 0.89 1.91 0.55
H 1.07 3.08 -1.33
H 0.00 2.10 -2.22
H -0.01 -0.94 -0.63
H -0.32 -0.96 0.94
H -1.63 -1.04 -0.19
H 0.31 -0.09 3.29
H -0.13 -1.52 3.47
O 0.33 -0.95 2.85
H 1.13 -3.17 -1.07
H 1.01 -2.49 -2.36
O 0.65 -2.43 -1.46
*
```

Frontier orbital gap in eV: 8.5
Highest occupied orbital energy in eV: -12.0
LUMO energy in eV: -3.471
F_max in eV Å⁻¹: 2.01

The following is a DFT calculation (ωB97M-V with the def2-TZVPD basis set) of a 3-piece molecular cluster, C2H11N2O3 overall in a non-equilibrium geometry.

```
! RIJCOSX wB97M-V def2-TZVPD def2/J DEFGRID3
* xyz 1 1
N -0.72 -0.16 -1.42
C -0.24 -0.09 0.03
C -0.30 -1.52 0.54
N -0.31 -1.64 1.86
O -0.27 -2.42 -0.28
H -0.02 0.32 -2.02
H -0.67 -1.16 -1.67
H -1.68 0.14 -1.56
H -0.87 0.66 0.51
H 0.70 0.45 -0.09
H -0.13 -0.85 2.46
H -0.33 -2.56 2.25
H 1.40 1.95 -2.90
H 1.90 0.55 -3.33
O 1.47 1.03 -2.60
H 0.76 1.86 2.54
H -0.59 2.03 3.13
O -0.10 1.42 2.56
*
```

Frontier orbital gap in eV: 11.3
Highest occupied orbital energy in eV: -14.3
LUMO energy in eV: -3.068
F_max in eV Å⁻¹: 2.54

The following is a DFT calculation (ωB97M-V with the def2-TZVPD basis set) of a 2-piece molecular cluster, C2H11N3O overall in a non-equilibrium geometry.

```
! RIJCOSX wB97M-V def2-TZVPD def2/J DEFGRID3
* xyz 0 1
C -1.47 1.38 -0.59
N -0.18 1.12 -1.29
N -2.02 0.20 -0.01
H -2.31 -0.45 -0.73
H -1.28 -0.28 0.56
H 0.31 1.98 -1.50
H -0.35 0.64 -2.17
H -1.24 2.09 0.22
H -2.21 1.84 -1.26
C 1.55 -1.78 0.47
N 0.76 -0.61 0.80
O 1.47 0.20 1.76
H 1.14 -0.08 2.63
H 0.64 0.03 -0.04
H 2.55 -1.53 0.09
H 1.00 -2.33 -0.30
H 1.65 -2.41 1.35
*
```

SMILES: CNO.NCN
Frontier orbital gap in eV: 9.7
Highest occupied orbital energy in eV: -8.7
LUMO energy in eV: 0.981
F_max in eV Å⁻¹: 1.44

The following is a DFT calculation (ωB97M-V with the def2-TZVPD basis set) of a 2-piece molecular cluster, C2H11N3O overall in a non-equilibrium geometry.

```
! RIJCOSX wB97M-V def2-TZVPD def2/J DEFGRID3
* xyz 0 1
N 1.33 0.44 1.77
C 1.94 0.33 0.41
N 2.28 -1.00 -0.03
H 1.86 -0.05 2.47
H 0.34 0.03 1.77
H 2.93 0.93 0.26
H 1.24 0.47 -0.34
H 2.62 -0.95 -0.98
H 1.66 -1.79 0.05
N -1.22 1.08 -0.31
C -1.53 -0.26 -0.65
O -2.78 -0.48 -1.18
H -1.91 1.78 -0.23
H -0.24 1.33 -0.49
H -1.07 -0.80 0.16
H -0.92 -0.64 -1.36
H -3.44 -0.60 -0.51
*
```

SMILES: NCN.NCO
Frontier orbital gap in eV: 9.4
Highest occupied orbital energy in eV: -8.6
LUMO energy in eV: 0.776
F_max in eV Å⁻¹: 3.58

The following is a DFT calculation (ωB97M-V with the def2-TZVPD basis set) of a 3-piece molecular cluster, C2H11N3O2 overall in a non-equilibrium geometry.

```
! RIJCOSX wB97M-V def2-TZVPD def2/J DEFGRID3
* xyz 0 1
H -0.47 -0.25 -1.66
O -0.06 -1.33 -2.48
N -0.56 0.67 -0.99
H 0.26 -1.17 -3.39
H -0.66 1.49 -1.55
C -0.09 0.67 0.24
N -0.10 1.91 0.97
H -0.58 2.67 0.49
N 0.33 -0.38 0.88
H 0.80 -0.23 1.75
H 1.40 -1.93 0.20
C -0.82 1.82 2.30
H -0.33 1.20 3.05
H -0.50 2.78 2.73
H -1.85 1.62 2.04
O 1.16 -2.65 -0.42
H 0.50 -3.17 0.06
H 0.62 -1.74 -1.91
*
```

SMILES: [H]/N=C(/N)NC.O.O
Frontier orbital gap in eV: 9.3
Highest occupied orbital energy in eV: -8.5
LUMO energy in eV: 0.826
F_max in eV Å⁻¹: 3.26